{"formula": "C68H168F6N8O17P3S6", "method": "the ωB97M-V functional and the def2-TZVPD basis", "total_charge": 6, "spin_multiplicity": 2, "gap_ev": [8.067, 3.290], "largest_force_ev_per_a": 12.38, "symbols": ["C", "C", "C", "O", "C", "N", "H", "H", "H", "H", "H", "H", "H", "H", "H", "H", "H", "H", "C", "C", "C", "O", "C", "N", "H", "H", "H", "H", "H", "H", "H", "H", "H", "H", "H", "H", "C", "C", "C", "O", "C", "N", "H", "H", "H", "H", "H", "H", "H", "H", "H", "H", "H", "H", "C", "C", "C", "O", "C", "N", "H", "H", "H", "H", "H", "H", "H", "H", "H", "H", "H", "H", "C", "C", "C", "O", "C", "N", "H", "H", "H", "H", "H", "H", "H", "H", "H", "H", "H", "H", "C", "C", "C", "C", "P", "C", "C", "C", "C", "C", "C", "C", "C", "C", "C", "C", "C", "H", "H", "H", "H", "H", "H", "H", "H", "H", "H", "H", "H", "H", "H", "H", "H", "H", "H", "H", "H", "H", "H", "H", "H", "H", "H", "H", "H", "H", "H", "H", "H", "H", "H", "H", "H", "C", "C", "C", "C", "P", "C", "C", "C", "C", "C", "C", "C", "C", "C", "C", "C", "C", "H", "H", "H", "H", "H", "H", "H", "H", "H", "H", "H", "H", "H", "H", "H", "H", "H", "H", "H", "H", "H", "H", "H", "H", "H", "H", "H", "H", "H", "H", "H", "H", "H", "H", "H", "H", "C", "C", "C", "C", "P", "C", "C", "C", "C", "C", "C", "C", "C", "C", "C", "C", "C", "H", "H", "H", "H", "H", "H", "H", "H", "H", "H", "H", "H", "H", "H", "H", "H", "H", "H", "H", "H", "H", "H", "H", "H", "H", "H", "H", "H", "H", "H", "H", "H", "H", "H", "H", "H", "N", "S", "O", "O", "F", "S", "O", "O", "F", "N", "S", "O", "O", "F", "S", "O", "O", "F", "N", "S", "O", "O", "F", "S", "O", "O", "F"], "positions_angstrom": [[-21.891, 18.443, -6.531], [-22.481, 18.401, -7.986], [-22.146, 19.644, -8.819], [-22.957, 19.720, -9.961], [-22.630, 20.856, -10.758], [-22.211, 16.982, -8.621], [-21.292, 16.957, -9.039], [-22.345, 16.209, -7.984], [-22.845, 16.772, -9.379], [-22.285, 17.669, -5.873], [-21.916, 19.355, -5.935], [-20.816, 18.266, -6.527], [-23.569, 18.370, -7.925], [-21.109, 19.716, -9.148], [-22.164, 20.491, -8.133], [-22.958, 21.745, -10.218], [-23.164, 20.636, -11.682], [-21.596, 20.926, -11.095], [-20.740, 13.898, -12.222], [-20.983, 13.178, -10.931], [-19.933, 12.112, -10.655], [-20.283, 10.822, -11.022], [-20.426, 10.490, -12.439], [-21.285, 14.223, -9.854], [-21.624, 13.801, -9.001], [-20.553, 14.909, -9.734], [-22.126, 14.722, -10.105], [-20.833, 13.163, -13.021], [-19.763, 14.364, -12.347], [-21.451, 14.590, -12.673], [-21.946, 12.670, -10.975], [-19.821, 12.018, -9.575], [-19.004, 12.366, -11.165], [-21.360, 10.940, -12.773], [-20.251, 9.425, -12.593], [-19.765, 10.999, -13.141], [-13.554, 19.500, -7.608], [-14.671, 19.622, -6.563], [-15.759, 18.625, -6.269], [-16.721, 19.172, -5.336], [-17.823, 18.405, -4.946], [-13.856, 19.985, -5.285], [-13.092, 20.632, -5.416], [-14.497, 20.230, -4.544], [-13.420, 19.149, -4.922], [-12.930, 20.394, -7.606], [-14.005, 19.421, -8.597], [-12.913, 18.621, -7.544], [-15.109, 20.567, -6.885], [-15.339, 17.733, -5.806], [-16.238, 18.291, -7.190], [-17.628, 17.398, -4.577], [-18.592, 18.274, -5.708], [-18.301, 18.955, -4.136], [-21.056, 24.749, -8.756], [-21.443, 23.586, -7.790], [-20.341, 22.546, -7.529], [-20.164, 22.005, -8.825], [-18.985, 21.172, -8.939], [-21.910, 24.225, -6.531], [-21.124, 24.170, -5.899], [-22.314, 25.138, -6.685], [-22.550, 23.625, -6.029], [-20.309, 25.458, -8.400], [-21.914, 25.312, -9.124], [-20.580, 24.357, -9.655], [-22.310, 23.169, -8.302], [-20.712, 21.720, -6.922], [-19.368, 22.960, -7.264], [-18.610, 21.063, -9.957], [-18.925, 20.252, -8.356], [-18.157, 21.780, -8.576], [-15.683, 13.322, -8.623], [-15.352, 12.826, -10.051], [-15.740, 13.852, -11.143], [-15.456, 13.309, -12.477], [-15.891, 14.289, -13.391], [-13.823, 12.682, -10.168], [-13.224, 13.495, -10.173], [-13.479, 12.185, -9.359], [-13.554, 12.153, -10.986], [-15.146, 14.182, -8.222], [-15.645, 12.554, -7.851], [-16.734, 13.588, -8.513], [-15.750, 11.846, -10.314], [-15.233, 14.811, -11.031], [-16.757, 14.231, -11.040], [-15.829, 13.906, -14.409], [-15.392, 15.258, -13.375], [-16.957, 14.496, -13.295], [-12.003, 6.634, -2.832], [-13.180, 7.241, -3.616], [-14.063, 8.240, -2.897], [-13.390, 9.520, -2.650], [-14.366, 10.849, -1.874], [-13.026, 12.095, -1.465], [-11.712, 11.977, -2.167], [-10.860, 13.233, -2.077], [-10.794, 13.722, -0.553], [-15.724, 11.549, -2.905], [-15.401, 12.847, -3.732], [-16.490, 13.185, -4.674], [-16.322, 14.509, -5.502], [-15.166, 10.110, -0.409], [-14.187, 9.532, 0.682], [-14.872, 8.569, 1.725], [-15.075, 7.157, 1.240], [-11.165, 7.318, -2.700], [-11.575, 5.724, -3.253], [-12.351, 6.332, -1.844], [-13.699, 6.393, -4.063], [-12.655, 7.758, -4.420], [-14.514, 7.746, -2.037], [-14.897, 8.333, -3.592], [-13.103, 10.000, -3.585], [-12.508, 9.246, -2.070], [-12.819, 11.918, -0.410], [-13.339, 13.134, -1.358], [-11.835, 11.694, -3.213], [-11.148, 11.149, -1.737], [-11.306, 13.970, -2.745], [-9.913, 13.019, -2.573], [-9.983, 14.424, -0.357], [-10.780, 12.956, 0.221], [-11.639, 14.404, -0.457], [-16.565, 11.833, -2.273], [-15.947, 10.609, -3.410], [-14.402, 12.837, -4.167], [-15.389, 13.797, -3.198], [-17.431, 13.102, -4.131], [-16.694, 12.327, -5.314], [-16.249, 15.406, -4.888], [-17.119, 14.818, -6.178], [-15.443, 14.345, -6.127], [-15.736, 9.250, -0.758], [-15.820, 10.889, -0.017], [-13.922, 10.404, 1.280], [-13.299, 9.171, 0.164], [-15.743, 9.003, 2.216], [-14.122, 8.450, 2.507], [-15.847, 7.141, 0.471], [-15.345, 6.481, 2.052], [-14.218, 6.590, 0.874], [-19.806, 21.068, -13.689], [-19.106, 22.362, -13.898], [-18.891, 22.908, -15.363], [-20.205, 23.049, -16.206], [-20.116, 23.389, -18.072], [-18.504, 24.245, -18.359], [-18.632, 25.674, -18.092], [-17.267, 26.429, -17.912], [-16.590, 26.216, -16.537], [-21.639, 24.292, -18.639], [-21.840, 24.822, -20.033], [-23.091, 25.526, -20.333], [-24.253, 24.554, -20.331], [-19.829, 22.030, -19.218], [-18.619, 21.110, -18.837], [-18.441, 19.971, -19.876], [-18.195, 20.490, -21.353], [-19.429, 20.375, -14.441], [-20.893, 21.144, -13.743], [-19.539, 20.553, -12.767], [-18.083, 22.311, -13.525], [-19.583, 23.115, -13.270], [-18.151, 22.307, -15.891], [-18.442, 23.901, -15.391], [-20.679, 23.919, -15.750], [-20.871, 22.222, -15.961], [-18.097, 24.008, -19.342], [-17.769, 23.831, -17.668], [-19.137, 25.871, -17.146], [-19.190, 26.132, -18.909], [-17.521, 27.489, -17.951], [-16.440, 26.353, -18.618], [-17.193, 26.645, -15.736], [-15.727, 26.881, -16.570], [-16.417, 25.156, -16.349], [-21.911, 24.941, -17.807], [-22.349, 23.484, -18.467], [-21.652, 23.946, -20.654], [-21.027, 25.456, -20.389], [-23.044, 26.107, -21.254], [-23.305, 26.244, -19.541], [-24.383, 24.068, -19.364], [-24.105, 23.874, -21.169], [-25.149, 25.147, -20.514], [-19.583, 22.531, -20.155], [-20.808, 21.555, -19.273], [-18.785, 20.699, -17.841], [-17.723, 21.718, -18.707], [-19.277, 19.287, -20.026], [-17.549, 19.410, -19.597], [-17.950, 19.646, -21.997], [-17.193, 20.906, -21.260], [-18.887, 21.219, -21.774], [-27.246, 16.036, -16.128], [-25.898, 16.179, -16.814], [-25.696, 15.152, -17.961], [-24.683, 15.558, -19.030], [-23.125, 14.666, -19.416], [-22.179, 15.714, -20.663], [-20.689, 15.844, -20.361], [-19.818, 16.389, -21.475], [-19.827, 15.682, -22.815], [-22.226, 14.462, -17.841], [-22.038, 15.711, -16.938], [-21.177, 15.411, -15.707], [-20.673, 16.555, -14.991], [-23.362, 13.049, -20.034], [-22.047, 12.255, -20.223], [-22.151, 11.198, -21.278], [-20.985, 10.174, -21.388], [-27.378, 15.026, -15.739], [-28.051, 16.375, -16.780], [-27.251, 16.751, -15.305], [-25.204, 15.963, -16.002], [-25.743, 17.246, -16.971], [-26.614, 15.023, -18.534], [-25.461, 14.201, -17.483], [-24.186, 16.475, -18.714], [-25.237, 15.676, -19.961], [-22.536, 16.684, -20.315], [-22.341, 15.497, -21.719], [-20.393, 14.812, -20.175], [-20.455, 16.388, -19.446], [-18.779, 16.426, -21.148], [-20.141, 17.409, -21.683], [-19.040, 14.929, -22.855], [-19.528, 16.322, -23.645], [-20.721, 15.077, -22.963], [-21.238, 14.060, -18.067], [-22.828, 13.635, -17.466], [-23.014, 16.091, -16.635], [-21.478, 16.449, -17.511], [-20.360, 14.697, -15.812], [-21.797, 14.826, -15.028], [-21.253, 16.788, -14.098], [-20.729, 17.428, -15.641], [-19.640, 16.374, -14.694], [-23.852, 13.313, -20.971], [-24.025, 12.465, -19.396], [-21.918, 11.727, -19.278], [-21.232, 12.917, -20.517], [-22.420, 11.542, -22.277], [-22.999, 10.533, -21.109], [-21.084, 9.467, -20.564], [-20.045, 10.725, -21.407], [-21.083, 9.570, -22.290], [-22.039, 14.132, -7.056], [-23.352, 13.934, -6.273], [-23.580, 14.449, -4.886], [-24.046, 12.759, -6.660], [-24.088, 15.012, -7.115], [-21.350, 12.677, -6.559], [-21.606, 11.562, -7.499], [-21.247, 12.294, -5.144], [-19.832, 13.131, -6.990], [-23.717, 15.416, -10.699], [-25.242, 14.846, -10.466], [-26.044, 14.251, -11.557], [-25.995, 15.579, -9.410], [-24.729, 13.511, -9.759], [-24.038, 16.283, -11.910], [-25.048, 17.331, -11.647], [-23.810, 15.711, -13.276], [-22.715, 17.120, -11.840], [-19.670, 16.520, -9.759], [-18.712, 17.254, -10.944], [-17.699, 16.448, -11.606], [-18.459, 18.656, -10.780], [-19.880, 17.373, -12.014], [-18.622, 16.761, -8.766], [-18.498, 17.984, -8.076], [-17.445, 15.900, -8.790], [-19.455, 15.989, -7.638]], "forces_ev_per_angstrom": [[0.880, -0.716, -0.447], [-0.859, -0.213, 1.381], [0.889, -1.066, -0.643], [0.589, -0.009, 0.850], [-0.756, -0.871, -0.645], [-0.059, 2.067, 0.287], [0.643, -0.035, -0.025], [0.157, 0.094, 0.702], [-0.922, 0.271, -0.727], [-0.378, -0.077, -0.233], [-0.854, 0.372, -0.641], [0.244, -0.274, -0.478], [-0.078, 0.187, 0.126], [0.455, -0.644, 0.011], [-0.901, 0.279, 0.158], [0.014, 0.264, -0.415], [-0.445, 0.692, 0.116], [0.425, -0.124, 0.668], [0.003, 0.000, -1.942], [-1.690, 0.678, -0.660], [0.301, -0.186, 0.627], [-0.191, -0.875, -1.157], [-0.095, 1.332, 0.339], [0.376, -1.508, -0.084], [0.733, -0.441, 0.449], [0.582, -0.002, 0.326], [-0.914, 0.507, -1.286], [0.551, -0.468, 0.070], [0.250, -0.115, 0.376], [-0.571, 0.465, 1.100], [-0.037, -0.233, -0.177], [0.442, 0.233, 0.145], [0.357, 0.406, 0.179], [-0.641, -1.033, 0.009], [-0.668, 0.142, 0.350], [1.051, 0.249, 0.538], [-0.603, -1.326, -0.820], [1.515, 2.178, -0.162], [-0.663, -0.932, 0.838], [1.712, 0.780, -0.931], [-1.161, -0.377, 0.373], [-1.341, -1.353, 0.152], [-0.075, 0.736, -0.177], [-0.265, 0.808, 0.415], [0.356, -0.662, -0.027], [-0.113, 0.001, 0.054], [-0.037, 0.169, -0.049], [0.022, -0.051, 0.410], [-0.494, 0.093, 0.589], [0.229, -0.335, 0.025], [-0.014, 0.240, -0.193], [0.643, -0.057, 0.070], [0.262, 0.212, -0.451], [0.181, 0.003, 0.067], [0.783, -0.415, -0.304], [0.214, 1.575, -1.812], [-0.575, -0.276, -2.039], [0.602, -1.141, -0.700], [1.191, 1.670, 0.411], [0.314, -1.654, 0.590], [0.559, 1.285, 0.420], [0.035, 0.565, 0.280], [-1.012, -0.092, -0.010], [-0.090, -0.012, 0.590], [-0.222, -0.085, 0.349], [-0.187, -0.384, 0.070], [0.062, -0.624, 0.469], [0.210, 0.194, 0.879], [-0.173, 0.281, 0.868], [-1.189, -0.419, -0.275], [-0.789, -0.126, -0.215], [0.260, 0.217, 0.596], [-0.812, -0.667, 0.220], [0.402, 2.131, -0.294], [0.258, -0.577, -0.703], [-0.334, 0.993, 2.236], [-0.886, 0.012, -1.673], [-0.034, -0.852, 0.533], [-0.437, 1.062, -0.230], [0.069, -0.681, 0.344], [-0.062, -0.361, -0.613], [0.313, 0.048, -0.677], [0.633, -0.454, -0.221], [-0.060, 0.236, -0.649], [-0.001, 0.031, 0.261], [0.794, 0.003, 0.224], [-0.503, -0.814, -0.057], [0.505, -0.251, 0.137], [0.470, -0.113, 0.452], [-0.208, -0.003, 0.478], [-0.282, 0.011, 0.979], [2.140, -0.720, -0.484], [-1.823, -2.067, -1.164], [-0.146, 1.025, -0.042], [1.222, 0.508, 1.520], [-1.243, -0.156, 1.493], [0.814, -0.690, -0.958], [0.008, -0.148, 1.191], [0.106, 1.056, -1.867], [1.133, 0.892, 0.371], [0.807, -0.042, 0.390], [-1.948, -0.421, -1.859], [-0.051, -0.859, 0.483], [0.649, -0.252, 0.278], [-1.424, 1.276, 0.384], [2.177, -0.292, -0.516], [-0.811, -0.748, -0.271], [-0.042, 0.155, 0.051], [-0.251, 0.141, -0.406], [0.086, -0.005, 0.243], [-0.541, 0.353, 0.106], [-0.442, 0.162, -0.566], [0.251, 0.256, 0.464], [-0.388, 0.456, -0.003], [0.488, -0.327, -0.221], [0.216, 0.882, 0.225], [-0.123, -0.442, 0.266], [-0.637, 0.039, -0.739], [-0.015, 0.160, -0.222], [0.022, -0.072, 0.097], [-0.188, 0.497, 0.366], [0.293, -0.056, 0.546], [0.413, -0.391, -0.208], [-0.081, -0.114, -0.328], [-0.417, -0.375, 0.522], [0.039, -0.531, 0.312], [-0.644, 0.432, -0.972], [0.019, -0.388, -0.444], [0.403, -0.494, 1.468], [-0.177, 0.876, 0.396], [0.434, 0.011, -0.853], [0.634, -0.180, 0.400], [-0.396, -0.794, -0.071], [0.229, 0.524, 0.179], [-0.437, 0.232, -0.375], [-0.216, -0.244, 0.215], [0.541, 0.039, -0.070], [0.028, -0.537, 0.458], [-0.104, 0.078, -0.404], [0.034, 0.458, 0.264], [-0.165, -0.418, -0.034], [-0.675, 0.310, 0.143], [0.512, 0.775, -0.389], [0.089, -1.233, -0.687], [0.931, 1.838, -0.415], [-0.556, -0.284, -0.670], [0.058, 0.001, 0.158], [1.604, 0.821, -0.261], [-0.279, -1.272, 0.667], [1.570, 2.405, -0.247], [-0.348, 0.616, 0.931], [-0.932, 0.724, -0.646], [0.074, -0.750, 2.001], [3.141, -0.443, -1.034], [-1.642, 0.169, 0.883], [-0.434, 0.828, -0.683], [0.059, -0.570, 0.990], [-1.407, -0.383, -0.354], [0.031, 0.920, -1.513], [1.820, -0.335, 1.652], [-0.402, -0.288, -0.303], [0.014, -0.094, -0.132], [-0.061, 0.402, 0.330], [0.066, -0.153, 0.177], [-0.056, 0.362, -0.171], [-0.102, -0.476, 0.096], [0.082, 0.056, 0.627], [-0.396, 0.227, -0.411], [-0.108, -0.176, -0.499], [-0.361, 0.103, -0.190], [-0.097, -0.362, 0.210], [-0.384, -0.019, 0.030], [-0.149, 0.246, 0.166], [-0.051, 0.104, -0.057], [-0.621, -0.723, -0.734], [-0.298, -0.270, 0.129], [0.520, -0.736, 0.272], [0.586, 0.145, 0.173], [0.229, 0.642, -0.127], [-0.367, -0.345, -0.132], [-0.616, -0.173, -0.535], [0.424, 0.269, 0.615], [0.145, -0.270, -0.059], [0.246, 0.340, 0.064], [0.066, -0.266, -0.151], [-0.315, -0.396, 0.259], [-0.241, -0.350, -0.051], [-0.385, 0.046, -0.087], [0.226, -0.708, -0.471], [-0.182, -0.258, 0.078], [0.127, -0.049, -0.515], [-0.290, -0.006, 1.051], [-0.145, -0.211, -0.012], [-0.828, -0.051, -0.214], [-0.029, 0.855, -0.395], [-0.048, -0.378, 0.040], [-0.006, 0.599, -0.088], [0.088, -0.574, 0.776], [-0.090, 0.341, 0.322], [1.137, -0.061, -0.258], [0.435, 0.884, 0.379], [-0.261, 0.856, 1.938], [0.773, -2.014, 0.017], [-0.090, 0.928, -0.586], [0.706, -1.333, 0.055], [0.125, 0.685, -0.516], [0.467, -1.085, -0.324], [-1.525, -3.035, -0.096], [0.688, 2.251, 1.092], [0.155, -0.524, -0.610], [-0.595, 0.020, -0.236], [-0.688, -2.190, -1.304], [-0.594, 0.916, 0.182], [-0.341, 0.097, -0.103], [-0.181, -0.496, -0.064], [-0.102, -0.232, 0.277], [0.532, -0.198, -0.113], [0.090, -0.044, -1.033], [-0.237, -0.137, 0.458], [-0.069, -0.148, -0.096], [-0.419, 0.647, -0.302], [0.448, 0.441, -0.206], [-0.743, 0.371, -0.997], [-0.531, -0.012, 0.258], [0.727, -0.085, 0.155], [-0.382, 0.092, 0.046], [-0.072, 0.210, 0.319], [0.073, 0.345, 0.243], [0.135, -0.217, 0.298], [-0.764, 0.161, -0.002], [-0.266, 0.497, -0.558], [-0.017, -0.187, -0.147], [0.076, 0.051, 0.840], [0.145, 0.275, 0.066], [-0.324, 0.263, -0.207], [0.119, -0.011, -1.208], [-0.462, -0.056, 0.120], [-0.023, 0.100, -0.004], [0.370, 0.334, 0.149], [0.072, 0.404, 0.102], [-0.255, -0.681, -0.395], [-0.334, 0.195, -0.146], [0.781, 0.322, 0.144], [0.275, -0.003, 0.513], [0.408, 0.758, -0.031], [-0.463, 0.214, 0.540], [0.545, 0.160, 0.192], [0.270, -0.444, 0.124], [0.030, 0.256, -0.078], [1.726, -1.982, 1.904], [-6.343, 4.522, 2.109], [1.681, -1.813, -3.001], [0.220, -1.311, 0.788], [-0.358, 0.850, 0.013], [5.493, -6.363, -0.486], [-0.008, 3.706, 1.730], [-0.987, 2.346, -3.066], [-1.587, -0.010, 0.570], [-1.432, -1.930, 1.273], [-6.058, -2.821, 3.386], [2.828, 2.357, 1.670], [2.783, -1.543, -2.726], [0.423, 0.189, 0.463], [0.239, 5.285, -7.392], [1.568, -2.968, -0.803], [-1.455, 0.692, 3.623], [1.605, 0.886, 0.633], [-0.517, 1.433, -6.246], [-1.055, 1.380, -7.577], [-1.717, 0.563, 1.806], [0.438, -0.915, 1.330], [0.191, -0.895, 0.481], [4.483, -4.008, 10.822], [0.375, 2.084, -0.561], [-0.691, 1.466, -1.125], [-0.828, -0.820, 0.938]], "lowdin_charge": [-0.0111, -0.1805, -0.1992, -0.1484, -0.0564, 0.2512, 0.0658, 0.0882, 0.0903, 0.0833, 0.0857, 0.0499, 0.1594, 0.1083, 0.1124, 0.0909, 0.1060, 0.0773, -0.0308, -0.2540, -0.2038, -0.1510, -0.0410, 0.2222, 0.0820, 0.0776, 0.0590, 0.0885, 0.0827, 0.0659, 0.1670, 0.1168, 0.1255, 0.0845, 0.1064, 0.0794, -0.0285, -0.2618, -0.1459, -0.1684, -0.0936, 0.2418, 0.1689, 0.1628, 0.1661, 0.0987, 0.0964, 0.0931, 0.1535, 0.1289, 0.1205, 0.0859, 0.0545, 0.1039, -0.0130, -0.2874, -0.1671, -0.2240, -0.0656, 0.2477, 0.1723, 0.1813, 0.1768, 0.0979, 0.0995, 0.0881, 0.1440, 0.1229, 0.1412, 0.0888, 0.0676, 0.0848, -0.0484, -0.2223, -0.1748, -0.1532, -0.1164, 0.2352, 0.1725, 0.1640, 0.1700, 0.0793, 0.0843, 0.0701, 0.1646, 0.1318, 0.0976, 0.1030, 0.0999, 0.0711, -0.0917, -0.2492, -0.2788, -0.2942, 1.0677, -0.2634, -0.2999, -0.2167, -0.0682, -0.2160, -0.2571, -0.2773, -0.0725, -0.2619, -0.2023, -0.2311, -0.1161, 0.0701, 0.0847, 0.0730, 0.1186, 0.1037, 0.1146, 0.1117, 0.0995, 0.1094, 0.0871, 0.0955, 0.0955, 0.1213, 0.0943, 0.1084, 0.0739, 0.0820, 0.0606, 0.1040, 0.0911, 0.1096, 0.1158, 0.1138, 0.1032, 0.0532, 0.0530, 0.0503, 0.0889, 0.0982, 0.1004, 0.1014, 0.1194, 0.1117, 0.0655, 0.0853, 0.0765, -0.1198, -0.2513, -0.2136, -0.2193, 1.0812, -0.2961, -0.2610, -0.2236, -0.1075, -0.2571, -0.2776, -0.2659, -0.0940, -0.2836, -0.2176, -0.2316, -0.0819, 0.0795, 0.0748, 0.0543, 0.1082, 0.1048, 0.0965, 0.0905, 0.0920, 0.0816, 0.1172, 0.0803, 0.1118, 0.1107, 0.1093, 0.1141, 0.0690, 0.0821, 0.0571, 0.1026, 0.0867, 0.1132, 0.1155, 0.1304, 0.1206, 0.0697, 0.0849, 0.0859, 0.0873, 0.1011, 0.0932, 0.1016, 0.0824, 0.1052, 0.0717, 0.0727, 0.0697, -0.1010, -0.2724, -0.2073, -0.2546, 1.0070, -0.2053, -0.2688, -0.2675, -0.0885, -0.2427, -0.1923, -0.2996, -0.1240, -0.2841, -0.2415, -0.2785, -0.0819, 0.0857, 0.0836, 0.0768, 0.0801, 0.1112, 0.1174, 0.1124, 0.0761, 0.1100, 0.0862, 0.1034, 0.0869, 0.0974, 0.1133, 0.1007, 0.0787, 0.0882, 0.0665, 0.0952, 0.1014, 0.1021, 0.0955, 0.1159, 0.0943, 0.0541, 0.0815, 0.0773, 0.1093, 0.1175, 0.1220, 0.0980, 0.1147, 0.1128, 0.0745, 0.0707, 0.0818, -0.1785, 0.5106, -0.0684, -0.0497, -0.1388, 0.6446, -0.2083, -0.1918, -0.2056, -0.3458, 0.6075, -0.2304, -0.2723, -0.1977, 0.4831, -0.2529, -0.2963, -0.2078, -0.2710, 0.5698, -0.2438, -0.2358, -0.1646, 0.3491, -0.2604, -0.2623, -0.2081]}